The following is a quantum chemistry calculation of C20H27F2N3OS in the gas phase at a distorted geometry, from the Open Molecules 2025 dataset.

- SMILES = CC(C)c1csc(CN2CCN(Cc3ccc(F)c(F)c3)[C@H](CCO)C2)n1
- highest occupied orbital energy (eV) = -8.4
- spin multiplicity = 1
- F_max (eV Å⁻¹) = 1.10
- Kohn-Sham gap (eV) = 8.97

Geometry (Å):
C (1.499, 0.833, 0.718)
H (2.367, 1.008, 1.358)
H (-1.064, 1.203, 0.110)
H (-1.231, 0.273, 5.576)
H (-0.032, 3.708, 1.477)
C (-0.343, 1.897, -0.350)
H (0.639, -3.121, 0.356)
H (0.224, 3.305, -2.602)
H (-2.147, -1.817, 2.427)
C (1.229, 1.945, -3.920)
H (-0.842, 2.859, -0.486)
C (-0.276, 1.995, 2.717)
H (-4.073, 1.407, 2.162)
H (2.724, -3.813, -4.060)
N (0.889, 0.130, -1.600)
H (0.848, 0.095, 1.218)
H (1.938, 0.305, -3.226)
C (2.429, -4.582, -2.098)
C (0.086, -1.066, -1.373)
H (1.648, 2.771, -4.500)
O (2.199, 0.930, -3.924)
C (-1.848, 0.664, 3.507)
N (0.815, 2.096, 0.502)
C (-1.075, 0.737, 4.623)
N (-1.373, 1.382, 2.454)
H (1.465, 3.086, 2.201)
C (1.083, -3.249, -0.619)
C (0.905, -2.306, -1.621)
C (1.838, -4.383, -0.858)
C (0.518, 2.797, 1.735)
H (-0.347, -1.110, -0.363)
C (-2.961, -1.127, 2.215)
F (3.165, -5.682, -2.331)
C (1.498, -2.515, -2.862)
H (-0.804, 1.105, -2.290)
H (1.764, 2.717, -1.976)
C (0.863, 2.425, -2.513)
H (-5.202, 0.285, 2.937)
H (0.315, 1.597, -4.430)
C (0.099, 1.356, -1.719)
H (2.453, -0.681, -0.496)
H (-4.405, 1.540, 3.891)
F (1.997, -5.287, 0.124)
H (1.366, -1.788, -3.646)
C (-3.118, -0.116, 3.352)
H (-0.742, -1.047, -2.090)
H (-3.877, -1.700, 2.090)
H (-2.746, -0.604, 1.286)
C (2.259, -3.644, -3.102)
H (2.699, 0.979, -1.054)
H (-3.310, -0.650, 4.288)
C (1.967, 0.287, -0.632)
S (0.305, 1.730, 4.354)
C (-4.277, 0.841, 3.068)

=====

The following is a quantum chemistry calculation of a molecular structure, C36H15B6F9O54Y at a distorted geometry, from the Open Molecules 2025 dataset.

- highest occupied orbital energy (eV) = -5.3
- spin multiplicity = 1
- F_max (eV Å⁻¹) = 6.69
- Kohn-Sham gap (eV) = 0.90
- total charge = -3

Geometry (Å):
C (4.286, 2.365, -4.505)
B (-8.652, -3.830, -3.775)
O (-8.045, -10.191, 0.185)
C (-5.724, -10.614, 1.161)
C (9.813, 0.840, 1.719)
F (0.354, -3.348, -5.706)
O (-8.873, -4.260, -5.188)
O (5.288, 7.629, 0.270)
H (-3.291, 3.811, 4.876)
B (2.886, 0.715, 7.773)
O (-8.030, -0.569, -2.732)
H (-4.512, 8.201, -2.504)
C (6.531, 7.741, 0.034)
O (7.132, 8.634, -0.548)
C (1.030, -4.540, -5.575)
O (-5.381, -7.814, 2.748)
O (3.475, 2.082, 8.038)
Y (-0.943, -0.155, -0.344)
C (5.824, -1.211, 1.184)
O (-9.257, -4.940, -3.011)
C (-9.341, -5.472, -5.193)
C (-4.123, -6.476, 1.264)
C (-5.287, 1.853, 3.496)
O (-9.658, -6.119, -6.194)
O (10.196, 0.849, 4.186)
O (-10.339, -6.988, -3.562)
H (3.370, -7.717, -2.958)
O (-5.159, 2.944, 4.247)
H (-4.689, 5.394, -1.491)
O (10.840, 1.419, 1.266)
O (5.999, -0.005, 9.000)
O (6.397, 6.030, 1.498)
C (6.839, -2.350, 1.112)
C (0.665, 0.347, 7.459)
C (-3.469, 4.179, -4.967)
B (7.927, -0.454, 1.806)
O (8.881, 0.374, 0.999)
F (-7.589, 1.551, 3.294)
H (0.205, -7.545, -2.467)
O (3.334, 1.765, -3.886)
O (2.536, 5.661, 3.552)
O (9.450, 2.617, -6.771)
O (8.005, -1.936, 1.627)
C (4.213, 3.830, -5.044)
H (2.457, -8.612, -1.975)
H (-5.204, 5.364, 5.347)
O (-5.634, -2.332, -3.055)
O (4.625, -1.247, 0.772)
O (6.615, -3.517, 0.767)
C (-4.598, 5.318, 4.443)
B (6.312, 3.111, -5.259)
H (-3.654, 3.825, 3.150)
O (5.520, 1.933, -4.708)
C (-4.668, -6.725, 2.731)
O (-4.809, -9.764, 1.450)
C (-6.824, -2.649, -3.263)
C (4.697, 1.963, 8.325)
O (5.476, 2.838, 8.572)
O (6.515, -0.159, 1.672)
O (-9.126, -2.520, -3.491)
C (-3.417, 4.602, -3.463)
H (-3.746, 5.957, 4.675)
C (3.359, 5.778, 2.588)
O (1.496, 0.697, 8.348)
O (-0.565, 0.156, 7.550)
C (-4.161, 6.221, -1.965)
O (-4.393, -5.915, 3.698)
C (1.353, 0.090, 6.110)
F (-6.552, 0.984, 5.183)
C (1.156, -7.119, -2.785)
O (0.580, -4.388, -3.189)
O (8.312, -0.065, 3.163)
H (1.433, -6.390, -2.025)
O (-4.448, 1.620, 2.586)
O (-3.175, 3.736, -2.559)
O (4.333, 6.694, 2.363)
O (-6.614, -8.530, 0.807)
H (-5.553, 7.647, -1.120)
F (2.253, -4.223, -5.851)
B (5.021, 6.434, 1.113)
C (-8.087, -1.785, -3.106)
F (-4.477, 3.280, -5.016)
O (-5.693, -11.871, 0.956)
F (-2.360, 3.601, -5.460)
O (3.153, 4.470, -4.987)
C (-6.474, 1.006, 3.825)
F (-6.355, -0.195, 3.305)
F (-3.818, 5.248, -5.649)
H (-5.947, 7.321, -2.781)
O (3.792, -0.183, 8.509)
O (8.544, 6.625, 0.904)
C (3.332, 4.929, 1.351)
C (-4.098, 3.851, 4.145)
O (4.214, 5.386, 0.441)
C (-5.112, 7.394, -2.084)
H (-5.262, 5.819, 3.739)
O (-4.460, -7.491, 0.564)
C (4.967, 0.430, 8.600)
C (8.462, 2.890, -6.073)
H (-3.362, 6.522, -1.287)
C (8.514, 3.410, -4.575)
C (2.347, -8.091, -2.926)
C (7.303, 6.649, 0.834)
O (2.478, 4.080, 1.113)
O (7.252, 3.586, -4.212)
O (2.677, 0.354, 6.329)
B (-5.308, -8.334, 1.372)
C (-6.907, -9.824, 0.620)
C (9.508, 0.577, 3.212)
O (-3.720, 5.877, -3.248)
C (-9.706, -5.926, -3.779)
C (0.908, -5.066, -4.171)
O (0.834, -0.182, 5.019)
O (1.040, -6.463, -4.077)
O (5.383, 4.159, -5.544)
F (0.712, -5.424, -6.458)
O (9.493, 3.739, -3.910)
O (-7.200, -3.823, -3.475)
O (7.171, 2.788, -6.410)
H (2.261, -8.943, -3.601)
O (-3.485, -5.496, 0.910)

=====

The following is a quantum chemistry calculation of a gas-phase ion, C9H21N4 (charge +1) at a distorted geometry, from the Open Molecules 2025 dataset.

- SMILES = C/C1=[NH+]/CCN(C)[C@@H](C)NCCN1
- highest occupied orbital energy (eV) = -12.3
- spin multiplicity = 1
- F_max (eV Å⁻¹) = 3.32
- Kohn-Sham gap (eV) = 9.72
- total charge = +1

Geometry (Å):
H (-2.066, 0.297, -0.029)
H (2.206, -1.759, 0.132)
C (-0.266, 0.259, -1.948)
H (1.240, -1.859, 3.837)
C (0.064, -0.903, 2.274)
H (-2.015, 2.007, -0.179)
N (0.607, -0.886, 1.063)
H (1.138, -2.762, -1.743)
H (-1.274, -0.123, -1.772)
H (-1.177, 0.558, -3.799)
C (0.558, -1.883, -1.290)
H (0.156, 3.039, -1.154)
H (-1.329, 0.143, 3.360)
H (0.931, 2.517, 0.310)
C (1.108, -1.907, 0.199)
H (-0.641, -2.250, 3.736)
N (-0.781, 0.130, 2.479)
H (1.070, -2.871, 0.610)
N (-0.064, 0.976, -0.599)
C (0.712, 2.160, -0.681)
H (1.725, -0.430, -2.168)
H (0.406, -0.057, 0.488)
H (-1.853, 1.887, 2.119)
H (-0.464, -2.010, -1.375)
C (0.351, -1.968, 3.237)
H (-0.194, 2.081, 1.861)
H (0.775, -2.770, 2.602)
H (0.385, 1.144, -3.842)
N (0.702, -0.720, -2.127)
C (-1.022, 1.379, 1.699)
C (-0.472, 1.090, -3.228)
H (1.672, 2.117, -1.275)
H (-0.869, 2.160, -2.973)
C (-1.320, 1.215, 0.173)

=====

The following is a quantum chemistry calculation of 2 unconnected molecules or ions with the total composition C9H14O at a distorted geometry, from the Open Molecules 2025 dataset.

- highest occupied orbital energy (alpha / beta) (eV) = -14.1 / -14.8
- spin multiplicity = 2
- F_max (eV Å⁻¹) = 5.38
- Kohn-Sham gap (alpha / beta) (eV) = 10.58 / 7.22
- total charge = +1

Geometry (Å):
C (-1.124, 1.480, 2.247)
H (1.903, -0.897, -2.516)
H (-2.840, 0.755, 3.566)
C (1.085, 0.948, 1.598)
C (-1.623, 1.161, 0.999)
H (0.531, 1.524, 3.624)
C (-0.770, 0.655, 0.097)
H (1.633, -3.553, -2.466)
H (2.414, -2.888, -3.892)
H (-2.665, 1.270, 0.797)
O (1.545, 0.580, -0.633)
H (-1.236, 0.204, -0.789)
H (0.730, -1.103, -3.925)
H (2.196, 0.929, 1.957)
C (-2.288, 1.670, 3.261)
H (0.660, -3.246, -3.930)
H (-3.098, 2.338, 2.853)
H (0.240, -1.545, -2.228)
C (1.495, -2.895, -3.317)
C (0.624, 0.681, 0.341)
C (1.068, -1.467, -2.963)
C (0.190, 1.360, 2.585)
H (1.238, 0.089, -1.490)
H (-1.908, 1.949, 4.222)

=====

Which of these has the highest F_max?
C36H15B6F9O54Y